# 1
Molecular formula: C28H54FN8O5P3
Method: DFT, ωB97M-V/def2-TZVPD

Structure (SMILES): [H]/N=C(/C)Cc1cc2c(cc1CNC)C(=O)C(P(C)O)=C(F)C2=O.CN(C)P(=O)(N(C)C)N(C)C.CN(C)P(=O)(N(C)C)N(C)C
Gap between HOMO and LUMO in eV: 6.37
Spin multiplicity: 1
Energy in a.u.: -3036.98183
Highest occupied orbital energy in eV: -7.960
Net charge: 0
LUMO energy in eV: -1.59

Positions of all 99 atoms, in Å:
H1 -4.068 -1.001 -0.349
N1 -4.554 -1.816 0.085
C1 -4.358 -1.746 1.383
C2 -5.075 -2.897 2.273
C3 -3.467 -0.570 2.065
C4 -1.944 -1.116 2.226
C5 -1.352 -1.844 0.960
C6 0.072 -2.435 1.042
C7 0.855 -2.274 2.402
C8 0.274 -1.520 3.616
C9 -1.161 -0.915 3.553
C10 -1.830 -0.133 4.812
N2 -0.828 0.528 5.690
C11 -0.706 -0.114 7.033
C12 2.313 -2.965 2.417
O1 3.299 -2.476 3.027
C13 2.403 -4.330 1.552
P1 3.478 -5.718 2.297
C14 2.701 -7.413 1.958
O2 3.304 -5.499 4.017
C15 1.690 -4.479 0.319
F1 1.760 -5.697 -0.439
C16 0.779 -3.235 -0.166
O3 0.622 -2.924 -1.371
H2 -4.445 -3.862 2.268
H3 -5.285 -2.529 3.346
H4 -6.072 -3.140 1.743
H5 -3.883 -0.485 3.140
H6 -3.522 0.410 1.485
H7 -1.990 -1.917 0.023
H8 0.890 -1.426 4.581
H9 -2.477 -0.917 5.339
H10 -2.460 0.717 4.344
H11 0.079 0.662 5.228
H12 0.369 -0.310 7.369
H13 -1.175 0.618 7.797
H14 -1.280 -1.115 7.122
H15 1.598 -7.326 1.621
H16 3.342 -7.978 1.198
H17 2.733 -8.036 2.933
H18 2.361 -5.199 4.101
C17 -4.261 5.283 1.331
N3 -4.020 3.968 0.747
C18 -3.039 3.281 1.586
P2 -3.896 3.570 -0.937
O4 -4.522 2.174 -0.756
N4 -5.314 4.150 -1.780
C19 -6.319 4.993 -1.150
C20 -6.040 3.138 -2.562
N5 -3.106 5.143 -1.209
C21 -3.419 5.932 -2.415
C22 -1.642 4.900 -1.292
H19 -3.426 5.976 1.191
H20 -4.429 5.197 2.410
H21 -5.167 5.754 0.966
H22 -2.053 3.757 1.534
H23 -2.923 2.235 1.278
H24 -3.348 3.264 2.635
H25 -6.783 4.512 -0.285
H26 -7.114 5.251 -1.862
H27 -5.909 5.963 -0.863
H28 -6.681 2.520 -1.924
H29 -5.351 2.484 -3.101
H30 -6.676 3.610 -3.319
H31 -3.365 5.326 -3.324
H32 -2.718 6.767 -2.522
H33 -4.397 6.405 -2.362
H34 -1.391 4.315 -2.184
H35 -1.281 4.340 -0.427
H36 -1.083 5.839 -1.312
C23 6.308 -1.401 -1.396
N6 5.188 -0.497 -1.638
C24 4.342 -0.508 -0.442
P3 4.306 -0.288 -3.118
O5 4.051 1.210 -2.873
N7 5.423 0.066 -4.418
C25 6.867 -0.003 -4.261
C26 5.137 1.294 -5.177
N8 4.508 -2.028 -3.435
C27 4.786 -2.506 -4.803
C28 3.239 -2.700 -3.054
H37 6.021 -2.457 -1.418
H38 6.748 -1.208 -0.411
H39 7.134 -1.251 -2.081
H40 3.851 -1.479 -0.299
H41 3.558 0.259 -0.506
H42 4.920 -0.289 0.460
H43 7.235 0.680 -3.490
H44 7.374 0.245 -5.203
H45 7.201 -1.019 -4.051
H46 5.485 2.185 -4.645
H47 4.068 1.399 -5.371
H48 5.630 1.273 -6.155
H49 4.099 -2.071 -5.534
H50 4.693 -3.597 -4.856
H51 5.809 -2.307 -5.115
H52 2.421 -2.397 -3.718
H53 2.942 -2.442 -2.037
H54 3.339 -3.789 -3.084

# 2
Molecular formula: C4H8
Method: DFT, ωB97M-V/def2-TZVPD

Structure (SMILES): C=C(C)C
Gap between HOMO and LUMO in eV: 10.41
Spin multiplicity: 1
Energy in a.u.: -157.18172
Highest occupied orbital energy in eV: -9.267
Net charge: 0
Energy relative to the best compared isomer or geometry (same formula, charge and spin) in kJ/mol: 5.9
LUMO energy in eV: 1.15

Positions of all 12 atoms, in Å:
C1 -0.022 1.419 0.273
C2 -0.022 0.105 0.069
C3 1.133 -0.788 0.421
C4 -1.131 -0.559 -0.714
H1 -0.879 1.980 -0.067
H2 0.766 1.959 0.779
H3 0.824 -1.762 0.809
H4 1.793 -0.349 1.163
H5 1.728 -0.998 -0.470
H6 -2.088 -0.043 -0.591
H7 -1.303 -1.582 -0.381
H8 -0.862 -0.579 -1.777

# 3
Molecular formula: C16H64O16
Method: DFT, ωB97M-V/def2-TZVPD

Gap between HOMO and LUMO in eV: 9.23
Spin multiplicity: 1
Energy in a.u.: -1851.46211
Highest occupied orbital energy in eV: -9.344
Net charge: 0
Energy relative to the best compared isomer or geometry (same formula, charge and spin) in kJ/mol: 802.4
LUMO energy in eV: -0.11

Positions of all 96 atoms, in Å:
C1 0.792 3.455 -0.411
O1 1.528 3.785 -1.576
H1 -0.222 3.252 -0.757
H2 1.138 2.569 0.122
H3 0.937 4.331 0.221
H4 2.404 4.059 -1.292
C2 -0.080 3.513 2.947
O2 1.226 3.084 2.722
H5 -0.475 4.274 2.274
H6 -0.832 2.724 2.964
H7 -0.166 4.007 3.915
H8 1.754 3.875 2.859
C3 -1.738 -5.518 2.252
O3 -1.792 -4.719 3.417
H9 -1.308 -4.972 1.412
H10 -1.225 -6.479 2.274
H11 -2.776 -5.707 1.977
H12 -2.085 -3.815 3.286
C4 -6.535 0.884 -1.109
O4 -6.797 2.189 -0.723
H13 -7.136 0.130 -0.602
H14 -6.551 0.588 -2.158
H15 -5.512 0.651 -0.812
H16 -6.965 2.300 0.216
C5 0.292 -0.318 0.221
O5 1.185 0.219 -0.749
H17 0.621 -1.333 0.442
H18 0.369 0.228 1.162
H19 -0.746 -0.316 -0.109
H20 0.990 1.120 -1.017
C6 0.901 0.458 4.782
O6 0.868 -0.612 5.767
H21 1.691 0.339 4.041
H22 0.027 0.385 4.135
H23 0.983 1.423 5.282
H24 0.133 -0.353 6.328
C7 4.373 -2.101 -4.919
O7 4.188 -3.290 -4.232
H25 3.449 -1.569 -4.695
H26 5.328 -1.619 -4.709
H27 4.343 -2.374 -5.974
H28 3.636 -3.168 -3.456
C8 4.002 1.496 1.171
O8 5.099 2.359 0.857
H29 3.457 1.038 0.346
H30 4.159 0.880 2.057
H31 3.204 2.174 1.471
H32 5.866 1.804 0.697
C9 0.950 -2.900 -2.718
O9 2.030 -2.208 -2.011
H33 0.183 -2.217 -3.081
H34 1.373 -3.450 -3.558
H35 0.497 -3.644 -2.061
H36 1.833 -1.328 -1.680
C10 1.703 -3.446 3.868
O10 1.573 -4.873 3.650
H37 2.644 -3.021 3.517
H38 0.951 -2.890 3.309
H39 1.557 -3.063 4.878
H40 0.659 -5.100 3.836
C11 4.687 3.946 -1.974
O11 4.061 4.221 -0.794
H41 5.089 2.941 -1.843
H42 3.890 4.016 -2.714
H43 5.451 4.661 -2.280
H44 4.491 3.714 -0.101
C12 -5.857 -0.049 2.214
O12 -5.505 -0.581 3.541
H45 -5.114 -0.169 1.426
H46 -6.759 -0.606 1.961
H47 -6.270 0.956 2.309
H48 -6.333 -0.802 3.974
C13 -3.684 -1.945 -0.728
O13 -4.566 -3.079 -0.719
H49 -2.940 -2.189 -1.487
H50 -4.297 -1.057 -0.885
H51 -3.214 -1.760 0.238
H52 -4.794 -3.173 -1.647
C14 -0.200 1.787 -3.931
O14 1.203 1.899 -3.896
H53 -0.633 2.026 -2.959
H54 -0.610 2.507 -4.639
H55 -0.408 0.778 -4.286
H56 1.399 2.775 -3.556
C15 -2.153 -1.554 4.113
O15 -3.172 -2.225 3.428
H57 -2.320 -1.644 5.186
H58 -1.160 -1.749 3.708
H59 -2.456 -0.530 3.895
H60 -3.918 -1.624 3.358
C16 2.373 1.955 -7.237
O16 2.746 1.255 -6.118
H61 2.490 2.988 -6.909
H62 3.089 1.859 -8.053
H63 1.317 1.767 -7.430
H64 2.122 1.496 -5.430

# 4
Molecular formula: C23H31ClN2O5PTc
Method: DFT, ωB97M-V/def2-TZVPD

Gap between HOMO and LUMO (spin up / spin down) in eV: 7.98 / 7.01
Spin multiplicity: 4
Energy in a.u.: -2262.95390
Highest occupied orbital energy (spin up / spin down) in eV: -11.048 / -11.313
Net charge: +1
Energy relative to the best compared isomer or geometry (same formula, charge and spin) in kJ/mol: 0.0
LUMO energy (spin up / spin down) in eV: -3.06 / -4.30

Positions of all 64 atoms, in Å:
Tc1 -0.317 0.037 0.070
O1 -0.844 0.901 -1.624
C1 0.016 0.807 -2.637
C2 -0.268 1.395 -3.874
C3 0.652 1.285 -4.892
C4 1.867 0.600 -4.721
C5 2.150 0.021 -3.510
C6 1.229 0.118 -2.452
C7 1.383 -0.394 -1.114
N1 2.424 -1.088 -0.749
C8 2.609 -1.684 0.579
C9 2.091 -0.816 1.714
N2 0.630 -0.734 1.768
C10 0.030 -1.118 2.843
C11 -1.368 -1.035 3.139
C12 -1.807 -1.608 4.350
C13 -3.123 -1.540 4.730
C14 -4.033 -0.872 3.901
C15 -3.632 -0.292 2.718
C16 -2.296 -0.368 2.310
O2 -1.941 0.216 1.179
H1 -1.206 1.918 -4.007
H2 0.432 1.736 -5.851
H3 2.569 0.532 -5.539
H4 3.092 -0.499 -3.381
H5 3.138 -1.313 -1.432
H6 3.680 -1.823 0.722
H7 2.129 -2.663 0.599
H8 2.487 0.199 1.617
H9 2.467 -1.232 2.651
H10 0.651 -1.541 3.634
H11 -1.084 -2.111 4.980
H12 -3.452 -1.988 5.656
H13 -5.073 -0.808 4.194
H14 -4.331 0.227 2.077
C17 -0.492 4.486 -1.714
C18 0.950 4.782 -1.371
O3 1.295 4.299 -0.046
P1 1.721 2.751 0.083
O4 2.652 2.830 1.404
C19 3.888 3.578 1.319
C20 3.816 4.783 2.225
O5 0.404 2.078 0.850
C21 -0.133 2.632 2.105
C22 -1.388 3.423 1.838
H15 -0.714 4.858 -2.715
H16 -1.168 4.974 -1.013
H17 -0.687 3.411 -1.695
H18 1.151 5.850 -1.347
H19 1.626 4.323 -2.098
H20 4.069 3.882 0.284
H21 4.688 2.898 1.613
H22 3.020 5.454 1.904
H23 4.761 5.327 2.198
H24 3.625 4.477 3.253
H25 0.650 3.235 2.556
H26 -0.325 1.774 2.748
H27 -1.164 4.321 1.267
H28 -1.827 3.723 2.792
H29 -2.116 2.822 1.297
Cl1 -0.565 -3.247 0.144
C23 -1.017 -1.761 -0.750
H30 -2.103 -1.687 -0.723
H31 -0.694 -1.899 -1.779

# 5
Molecular formula: C2H4N2OS2
Method: DFT, ωB97M-V/def2-TZVPD

Structure (SMILES): O=CSN/C=N\S
Gap between HOMO and LUMO in eV: 8.94
Spin multiplicity: 1
Energy in a.u.: -1059.68307
Highest occupied orbital energy in eV: -8.566
Net charge: 0
Energy relative to the best compared isomer or geometry (same formula, charge and spin) in kJ/mol: 158.0
LUMO energy in eV: 0.37

Positions of all 11 atoms, in Å:
O1 -1.538 -2.136 -0.678
C1 -0.939 -1.622 0.220
S1 0.785 -1.235 0.238
N1 0.724 -0.007 1.392
C2 0.479 1.340 1.206
N2 0.062 2.010 0.201
S2 -0.176 1.343 -1.360
H1 -1.416 -1.179 1.120
H2 1.133 -0.309 2.251
H3 0.688 1.972 2.094
H4 -0.578 2.556 -1.796

# 6
Molecular formula: C60H44CaCl5N2O4P2
Method: DFT, ωB97M-V/def2-TZVPD

Gap between HOMO and LUMO in eV: 6.66
Spin multiplicity: 1
Energy in a.u.: -6384.78534
Highest occupied orbital energy in eV: -4.616
Net charge: -1
Energy relative to the best compared isomer or geometry (same formula, charge and spin) in kJ/mol: 0.0
LUMO energy in eV: 2.05

Positions of all 118 atoms, in Å:
Ca1 -0.012 1.250 1.749
C1 0.563 -2.444 4.154
O1 -0.571 -2.299 5.006
C2 -1.627 -1.484 4.703
C3 -2.695 -1.595 5.570
C4 -3.863 -0.847 5.408
C5 -3.933 0.036 4.355
C6 -2.863 0.185 3.464
C7 -3.070 1.198 2.409
N1 -2.201 1.590 1.561
N2 -2.585 2.640 0.705
C8 -1.551 3.184 0.109
O2 -0.301 2.882 0.239
C9 -1.886 4.283 -0.856
C10 -3.177 4.791 -0.994
C11 -3.437 5.785 -1.926
C12 -2.415 6.277 -2.733
C13 -1.130 5.772 -2.598
C14 -0.867 4.782 -1.657
C15 -1.672 -0.593 3.596
O3 -0.700 -0.513 2.730
H1 1.167 -3.215 4.633
H2 1.141 -1.523 4.084
H3 0.280 -2.768 3.153
H4 -2.593 -2.302 6.385
H5 -4.687 -0.959 6.101
H6 -4.817 0.647 4.205
H7 -4.045 1.692 2.393
H8 -3.960 4.387 -0.366
H9 -4.442 6.181 -2.022
H10 -2.622 7.052 -3.461
H11 -0.329 6.148 -3.225
H12 0.130 4.382 -1.530
Cl1 3.428 0.795 3.357
C16 2.368 1.834 4.331
C17 1.132 2.158 3.807
C18 0.361 2.929 4.661
Cl2 -1.239 3.433 4.082
C19 0.746 3.353 5.931
Cl3 -0.308 4.291 6.936
C20 2.014 3.007 6.391
Cl4 2.557 3.533 7.947
C21 2.842 2.236 5.579
Cl5 4.427 1.802 6.134
C22 0.424 -1.347 -6.331
C23 1.104 -1.909 -5.072
C24 2.067 -3.041 -5.468
C25 1.906 -0.809 -4.388
C26 2.942 -0.140 -5.045
C27 3.717 0.806 -4.400
C28 3.503 1.085 -3.048
C29 2.490 0.445 -2.363
P1 2.174 0.510 -0.545
C30 2.900 -1.125 -0.070
C31 2.470 -1.696 1.129
C32 2.999 -2.898 1.580
C33 3.951 -3.563 0.823
C34 4.362 -3.026 -0.391
C35 3.840 -1.817 -0.833
C36 3.476 1.702 -0.020
C37 4.820 1.387 0.180
C38 5.726 2.373 0.540
C39 5.303 3.689 0.697
C40 3.967 4.009 0.510
C41 3.053 3.020 0.157
C42 1.689 -0.456 -3.072
O4 0.693 -1.006 -2.326
C43 -0.126 -1.979 -2.839
C44 -1.128 -2.406 -1.972
C45 -1.965 -3.418 -2.419
C46 -1.807 -3.963 -3.688
C47 -0.826 -3.470 -4.534
C48 0.039 -2.456 -4.129
P2 -1.385 -1.429 -0.393
C49 -2.848 -0.527 -1.064
C50 -2.535 0.660 -1.724
C51 -3.508 1.378 -2.406
C52 -4.819 0.924 -2.416
C53 -5.145 -0.254 -1.751
C54 -4.164 -0.980 -1.090
C55 -2.053 -2.747 0.697
C56 -1.311 -3.926 0.836
C57 -1.670 -4.883 1.774
C58 -2.769 -4.673 2.603
C59 -3.500 -3.502 2.483
C60 -3.142 -2.548 1.537
H13 1.167 -0.971 -7.038
H14 -0.248 -0.527 -6.071
H15 -0.156 -2.122 -6.836
H16 2.842 -2.672 -6.143
H17 1.529 -3.845 -5.975
H18 2.551 -3.457 -4.582
H19 3.152 -0.376 -6.082
H20 4.509 1.312 -4.937
H21 4.144 1.788 -2.529
H22 1.693 -1.222 1.723
H23 2.660 -3.313 2.523
H24 4.365 -4.501 1.173
H25 5.090 -3.549 -1.000
H26 4.176 -1.413 -1.781
H27 5.157 0.362 0.076
H28 6.763 2.113 0.714
H29 6.013 4.458 0.976
H30 3.625 5.027 0.653
H31 1.999 3.266 0.047
H32 -2.758 -3.776 -1.771
H33 -2.460 -4.758 -4.024
H34 -0.736 -3.876 -5.535
H35 -1.514 1.031 -1.698
H36 -3.243 2.304 -2.903
H37 -5.586 1.486 -2.936
H38 -6.168 -0.612 -1.751
H39 -4.433 -1.907 -0.598
H40 -0.438 -4.091 0.214
H41 -1.083 -5.789 1.868
H42 -3.042 -5.412 3.346
H43 -4.335 -3.305 3.145
H44 -3.705 -1.625 1.484

# 7
Molecular formula: C3N2O
Method: DFT, ωB97M-V/def2-TZVPD

Structure (SMILES): N#CC(=O)C#N
Gap between HOMO and LUMO in eV: 10.06
Spin multiplicity: 1
Energy in a.u.: -298.93758
Highest occupied orbital energy in eV: -12.481
Net charge: 0
Energy relative to the best compared isomer or geometry (same formula, charge and spin) in kJ/mol: 207.6
LUMO energy in eV: -2.42

Positions of all 6 atoms, in Å:
N1 2.092 -1.005 -0.086
C1 1.215 -0.107 0.019
C2 0.018 0.706 0.072
O1 -0.160 1.881 -0.098
C3 -1.065 -0.466 0.284
N2 -2.100 -1.009 -0.191

# 8
Molecular formula: C4H12FO2S2SnTl
Method: DFT, ωB97M-V/def2-TZVPD

Gap between HOMO and LUMO in eV: 3.14
Spin multiplicity: 2
Energy in a.u.: -1591.80985
Highest occupied orbital energy in eV: -17.337
Net charge: +3
LUMO energy in eV: -14.19

Positions of all 23 atoms, in Å:
Sn1 -0.460 -2.642 3.787
Tl1 1.382 -2.551 -0.504
F1 -0.148 -0.987 1.406
C1 3.807 2.257 0.998
S1 2.423 1.677 -0.150
O1 2.243 0.138 -0.160
C2 0.882 2.283 0.637
H1 3.567 1.887 1.995
H2 3.853 3.342 1.091
H3 4.750 1.755 0.782
H4 0.707 1.796 1.596
H5 0.029 2.371 -0.036
H6 1.057 3.347 0.799
C3 -2.710 -0.114 -1.215
S2 -2.022 -1.530 -2.291
O2 -0.506 -1.357 -2.169
C4 -2.467 -2.812 -1.087
H7 -2.092 -0.151 -0.318
H8 -3.676 -0.351 -0.769
H9 -2.616 0.860 -1.696
H10 -1.918 -3.740 -1.246
H11 -3.499 -2.956 -1.408
H12 -2.586 -2.524 -0.042

Question: What is the net charge in the fifth record?
Answer: 0